# 1
The following is a DFT calculation (ωB97M-V/def2-TZVPD) of C38H36GeN4Ta as an isolated structure.

Its total energy is -3822.3004 Ha. Its molar mass is 802.29 g mol⁻¹. The energy relative to the best compared isomer or geometry (same formula, charge and spin) comes out at 40.1 kcal per mole. For the HOMO-LUMO gap, the calculation gives 6.29 eV.

Geometry as ORCA input:
```
! RIJCOSX wB97M-V def2-TZVPD def2/J DEFGRID3
* xyz 1 1
Ta -0.818 -0.298 0.702
C -3.688 1.553 1.396
N -2.775 0.800 2.253
C -2.253 1.651 3.320
C -0.945 1.140 3.877
C -0.786 0.904 5.238
C 0.440 0.459 5.708
C 1.485 0.305 4.809
C 1.242 0.570 3.471
N 0.056 0.958 3.006
C -3.364 -0.454 2.734
C -2.747 -1.663 1.952
C -3.574 -2.905 2.163
C -4.291 -3.444 1.170
C -4.251 -2.880 -0.148
C -3.397 -1.854 -0.395
N -2.620 -1.282 0.547
C -2.965 2.489 0.461
C -3.411 3.788 0.253
C -2.806 4.556 -0.729
C -1.765 4.008 -1.462
C -1.346 2.727 -1.150
N -1.930 1.984 -0.216
H -4.434 2.109 1.988
H -4.224 0.834 0.762
H -2.984 1.770 4.133
H -2.071 2.641 2.888
H -1.607 1.064 5.923
H 0.576 0.236 6.756
H 2.459 -0.026 5.134
H 2.032 0.472 2.734
H -4.453 -0.450 2.605
H -3.159 -0.592 3.799
H -3.538 -3.330 3.155
H -4.874 -4.339 1.326
H -4.841 -3.320 -0.934
H -3.264 -1.457 -1.396
H -4.220 4.186 0.845
H -3.154 5.556 -0.926
H -1.281 4.560 -2.252
H -0.522 2.268 -1.680
C 0.607 -1.310 -0.322
Ge 1.844 -0.746 -1.734
C 1.358 -1.891 -3.296
C 0.852 -1.432 -4.503
C 0.494 -2.319 -5.504
C 0.623 -3.682 -5.303
C 1.114 -4.154 -4.098
C 1.481 -3.264 -3.107
C 1.833 1.240 -1.957
C 1.640 1.921 -3.152
C 1.769 3.299 -3.220
C 2.121 4.020 -2.094
C 2.335 3.355 -0.898
C 2.183 1.983 -0.832
C 3.724 -1.087 -1.177
C 4.032 -1.501 0.112
C 5.350 -1.637 0.515
C 6.378 -1.364 -0.371
C 6.082 -0.957 -1.662
C 4.764 -0.815 -2.058
H 0.642 -2.397 -0.318
H 0.732 -0.373 -4.672
H 0.114 -1.944 -6.444
H 0.347 -4.373 -6.085
H 1.215 -5.217 -3.935
H 1.873 -3.634 -2.170
H 1.397 1.380 -4.052
H 1.612 3.803 -4.162
H 2.247 5.090 -2.150
H 2.644 3.908 -0.024
H 2.376 1.463 0.101
H 3.227 -1.722 0.803
H 5.575 -1.955 1.523
H 7.406 -1.467 -0.056
H 6.882 -0.746 -2.357
H 4.541 -0.487 -3.066
C -1.287 -1.831 2.365
H -1.094 -1.601 3.413
H -0.962 -2.846 2.130
*
```

Atom charges from the Mulliken analysis, given in e for atoms 1 to 6: 0.3004, -0.9554, 1.0612, -0.8211, 0.4646, -0.7762


# 2
The following is a DFT calculation (ωB97M-V/def2-TZVPD) of a 11-piece molecular cluster, C44H92F6O22 overall.

Its total energy is -3985.7325 Ha. Its molar mass is 1087.19 g mol⁻¹. The energy relative to the best compared isomer or geometry (same formula, charge and spin) comes out at 0.0 kcal per mole. For the HOMO-LUMO gap, the calculation gives 9.69 eV. The structure (SMILES) is CCOC(=O)C(F)(F)F.CCOC(=O)C(F)(F)F.O=C1CCCO1.O=C1CCCO1.COCCOC.COCCOC.COCCOC.COCCOC.COCCOC.COCCOC.COCCOC.

Geometry as ORCA input:
```
! RIJCOSX wB97M-V def2-TZVPD def2/J DEFGRID3
* xyz 0 1
C -0.107 1.470 -2.545
O 0.343 1.556 -1.139
C -0.625 1.610 -0.106
C -1.064 0.204 0.337
O -0.267 -0.389 1.276
C -0.349 0.154 2.592
H -0.722 2.365 -2.635
H -0.746 0.609 -2.743
H 0.666 1.439 -3.313
H -1.478 2.143 -0.527
H -0.129 2.325 0.549
H -1.070 -0.591 -0.409
H -2.095 0.222 0.692
H -1.363 0.397 2.909
H 0.286 1.039 2.576
H 0.079 -0.613 3.238
C 0.706 2.268 5.350
O -0.170 1.073 5.401
C -1.536 1.409 5.651
C -2.263 0.199 6.246
O -2.717 -0.806 5.320
C -4.137 -0.673 5.106
H 0.350 2.985 4.610
H 1.712 1.929 5.101
H 0.808 2.731 6.331
H -1.987 1.657 4.690
H -1.632 2.316 6.247
H -2.987 0.594 6.958
H -1.619 -0.415 6.876
H -4.678 -0.745 6.050
H -4.480 -1.529 4.526
H -4.453 0.227 4.579
C -0.828 2.345 -6.217
O -0.512 2.073 -7.571
C 0.183 0.821 -7.803
C 1.285 1.138 -8.811
O 2.278 2.084 -8.332
C 3.355 2.467 -9.168
H -1.427 3.241 -6.052
H -0.003 2.296 -5.507
H -1.480 1.534 -5.890
H -0.430 -0.009 -8.157
H 0.586 0.546 -6.829
H 0.923 1.467 -9.785
H 1.755 0.158 -8.895
H 4.025 3.130 -8.621
H 2.967 3.056 -9.998
H 3.965 1.621 -9.486
C 3.218 -0.479 4.583
O 3.950 0.794 4.536
C 4.469 1.240 5.817
C 5.404 2.448 5.657
O 5.975 2.782 6.895
C 6.635 3.963 6.975
H 2.641 -0.700 3.686
H 2.608 -0.500 5.486
H 3.939 -1.256 4.840
H 5.088 0.436 6.214
H 3.585 1.293 6.453
H 4.781 3.296 5.371
H 6.108 2.272 4.844
H 5.950 4.677 6.517
H 7.624 4.037 6.522
H 6.719 4.268 8.019
C -5.100 -0.204 -0.223
O -4.575 0.087 -1.537
C -4.448 1.446 -1.987
C -4.035 1.570 -3.433
O -4.786 0.812 -4.385
C -6.166 1.338 -4.531
H -6.109 0.201 -0.297
H -4.591 0.327 0.581
H -5.145 -1.289 -0.137
H -3.644 1.792 -1.338
H -5.307 2.024 -1.646
H -3.007 1.209 -3.469
H -3.945 2.590 -3.805
H -6.362 2.339 -4.916
H -6.706 1.364 -3.585
H -6.700 0.652 -5.188
C -2.813 -2.731 1.287
O -4.025 -2.916 1.939
C -4.469 -4.302 2.146
C -5.014 -5.086 0.913
O -4.119 -5.237 -0.240
C -2.909 -5.998 -0.029
H -1.868 -3.058 1.722
H -2.730 -1.645 1.296
H -2.827 -3.064 0.249
H -5.202 -4.174 2.942
H -3.705 -4.892 2.653
H -5.904 -4.510 0.658
H -5.153 -6.099 1.290
H -2.312 -5.813 -0.922
H -3.230 -7.037 0.047
H -2.415 -5.648 0.877
C 0.967 -3.570 2.494
O 1.912 -3.841 3.478
C 3.335 -3.966 3.118
C 4.199 -4.607 4.199
O 5.344 -4.989 3.587
C 6.358 -5.690 4.243
H -0.046 -3.530 2.896
H 1.019 -4.249 1.644
H 1.230 -2.572 2.141
H 3.681 -2.988 2.783
H 3.298 -4.596 2.229
H 3.705 -5.440 4.699
H 4.394 -3.828 4.937
H 7.375 -5.366 4.022
H 6.294 -6.725 3.909
H 6.156 -5.768 5.311
O 2.155 -3.342 -2.643
C 2.484 -2.489 -1.827
O 2.274 -1.164 -1.956
C 2.734 -0.419 -0.817
C 3.739 -1.315 -0.168
C 3.182 -2.730 -0.483
H 2.030 -0.090 -0.053
H 3.270 0.401 -1.296
H 3.758 -1.106 0.902
H 4.699 -1.211 -0.674
H 2.368 -2.935 0.212
H 3.911 -3.528 -0.629
O 1.967 4.071 2.217
C 3.037 3.802 1.774
O 4.102 4.435 2.192
C 5.301 3.909 1.676
C 4.896 2.545 1.070
C 3.402 2.798 0.727
H 6.024 3.809 2.486
H 5.749 4.593 0.955
H 4.954 1.631 1.660
H 5.451 2.295 0.166
H 2.771 1.911 0.790
H 3.219 3.136 -0.294
C -0.935 -3.426 -2.911
C -2.149 -3.972 -3.577
O -1.877 -5.028 -4.547
C -2.924 -5.458 -5.331
O -4.065 -4.993 -5.332
C -2.534 -6.663 -6.204
F -1.394 -7.233 -5.887
F -3.492 -7.687 -6.263
F -2.424 -6.142 -7.475
H -0.298 -2.940 -3.650
H -0.465 -4.228 -2.343
H -1.160 -2.553 -2.298
H -2.701 -3.140 -4.014
H -2.850 -4.330 -2.823
C -4.614 7.563 -2.257
C -3.493 7.011 -3.141
O -2.251 6.965 -2.464
C -1.506 5.779 -2.331
O -1.745 4.761 -2.874
C -0.344 5.985 -1.305
F -0.294 7.254 -0.939
F -0.599 5.178 -0.222
F 0.807 5.553 -1.824
H -4.494 8.645 -2.302
H -4.458 7.256 -1.223
H -5.565 7.142 -2.584
H -3.300 7.603 -4.036
H -3.863 6.066 -3.539
*
```

Atom charges from the Mulliken analysis, given in e for atoms 1 to 6: -0.7739, 0.0326, -0.9754, 0.4648, 0.4509, -0.8643


# 3
The following is a DFT calculation (ωB97M-V/def2-TZVPD) of H4NO2SSi as an isolated structure.

Its total energy is -895.3182 Ha. Its molar mass is 110.19 g mol⁻¹. The energy relative to the best compared isomer or geometry (same formula, charge and spin) comes out at 34.7 kcal per mole. For the HOMO-LUMO gap, the calculation gives 8.24 eV.

Geometry as ORCA input:
```
! RIJCOSX wB97M-V def2-TZVPD def2/J DEFGRID3
* xyz -1 1
N -0.756 -1.303 0.378
O -0.308 1.430 0.126
O -2.331 -0.051 -0.901
Si 1.024 0.629 0.106
S -1.626 -0.014 0.389
H -0.674 -1.864 -0.445
H 1.180 -0.466 1.033
H 1.275 0.229 -1.171
H 2.216 1.411 0.486
*
```

Atom charges from the Mulliken analysis, given in e for atoms 1 to 6: -0.6423, -0.4112, -0.6045, 0.4802, 0.5554, 0.2379


# 4
The following is a DFT calculation (ωB97M-V/def2-TZVPD) of a 2-piece molecular cluster, CH6O overall.

Its total energy is -116.9202 Ha. Its molar mass is 34.06 g mol⁻¹. The energy relative to the best compared isomer or geometry (same formula, charge and spin) comes out at 2.6 kcal per mole. For the HOMO-LUMO gap, the calculation gives 12.65 eV. The structure (SMILES) is C.O.

Geometry as ORCA input:
```
! RIJCOSX wB97M-V def2-TZVPD def2/J DEFGRID3
* xyz 0 1
C 3.307 0.073 2.255
H 4.116 0.109 2.993
H 2.865 1.061 2.213
H 2.664 -0.707 2.657
H 3.726 -0.240 1.305
H -2.727 -0.733 -2.489
H -3.803 0.452 -2.807
O -3.329 -0.040 -2.130
*
```

Atom charges from the Mulliken analysis, given in e for atoms 1 to 6: -0.9046, 0.2332, 0.2212, 0.2286, 0.2216, 0.3274


# 5
The following is a DFT calculation (ωB97M-V/def2-TZVPD) of C4H12BNS in the gas phase.

Its total energy is -637.3828 Ha. Its molar mass is 117.03 g mol⁻¹. The energy relative to the best compared isomer or geometry (same formula, charge and spin) comes out at 0.0 kcal per mole. For the HOMO-LUMO gap, the calculation gives 8.56 eV. The structure (SMILES) is CSB(C)N(C)C.

Geometry as ORCA input:
```
! RIJCOSX wB97M-V def2-TZVPD def2/J DEFGRID3
* xyz 0 1
B 0.296 0.139 0.059
C 0.447 1.653 0.321
C -2.439 0.050 -0.001
C -1.331 -2.108 -0.142
C 3.465 -0.336 0.045
N -1.161 -0.642 0.066
S 1.693 -1.014 -0.050
H 1.435 1.799 0.724
H -0.296 2.204 1.042
H 0.316 2.228 -0.540
H -2.908 -0.188 -1.013
H -3.055 -0.581 0.739
H -2.428 1.087 0.249
H -0.392 -2.623 -0.319
H -1.915 -2.325 0.702
H -1.929 -2.178 -1.031
H 3.338 0.735 0.509
H 3.889 -0.210 -0.970
H 4.013 -1.092 0.547
*
```

Atom charges from the Mulliken analysis, given in e for atoms 1 to 6: 0.3191, -0.9520, -0.8196, -0.9101, -0.7014, -0.1283


# 6
The following is a DFT calculation (ωB97M-V/def2-TZVPD) of C3H5F in the gas phase.

Its total energy is -217.1363 Ha. Its molar mass is 60.07 g mol⁻¹. The energy relative to the best compared isomer or geometry (same formula, charge and spin) comes out at 1.2 kcal per mole. For the HOMO-LUMO gap, the calculation gives 10.62 eV. The structure (SMILES) is C=C(C)F.

Geometry as ORCA input:
```
! RIJCOSX wB97M-V def2-TZVPD def2/J DEFGRID3
* xyz 0 1
C -1.077 0.359 0.342
C 0.242 -0.280 0.105
C 1.357 -0.123 -0.629
H -2.024 -0.215 0.173
H -1.175 1.222 -0.331
H -1.101 0.721 1.344
H 2.054 -0.959 -0.509
H 1.534 0.699 -1.293
F 0.191 -1.423 0.799
*
```

Atom charges from the Mulliken analysis, given in e for atoms 1 to 6: -0.9020, 0.6459, -0.8102, 0.2712, 0.2806, 0.2573